This record from OMol25 describes a structure of composition C2H9BeO10 in a non-equilibrium geometry. The level of theory is the ωB97M-V functional and the def2-TZVPD basis.

Results
2S+1: 1
charge: -1
E_tot: -23099.75722 eV

Element x y z (Å)
Be (-0.014, -0.501, -0.376)
C (-2.071, 0.685, -1.730)
O (-1.219, 0.385, -0.954)
O (-3.362, 0.277, -1.479)
O (-1.804, 1.279, -2.759)
H (-3.557, -0.098, -0.619)
C (1.950, -0.380, -0.928)
O (0.952, -0.622, -1.729)
O (2.707, 0.459, -1.507)
O (1.381, -0.226, 0.151)
O (-0.771, -0.009, 1.576)
H (-0.966, -0.650, 2.214)
H (-1.144, 0.817, 1.823)
O (2.356, -0.823, 2.600)
H (2.020, -0.683, 1.723)
H (3.007, -0.169, 2.731)
O (-0.423, -2.093, -0.175)
H (-0.855, -2.452, -0.954)
H (0.164, -2.765, 0.147)
O (0.617, 2.444, -0.313)
H (0.949, 1.989, 0.467)
H (0.082, 3.129, 0.097)


This record from OMol25 describes a cluster of 2 separate species, C2H9N2 in total in a non-equilibrium geometry. The level of theory is the ωB97M-V functional and the def2-TZVPD basis.

Results
2S+1: 1
charge: +1
E_tot: -5193.24660 eV

Element x y z (Å)
N (1.333, -0.180, -1.700)
H (1.109, -1.070, -2.154)
H (0.913, 0.500, -2.335)
H (2.339, -0.144, -1.874)
H (0.378, 0.014, -0.364)
C (-0.521, -0.860, 1.468)
C (-0.905, 1.313, 0.525)
N (-0.315, 0.194, 0.452)
H (-1.262, -0.511, 2.184)
H (-1.033, -1.678, 0.959)
H (0.436, -1.118, 1.897)
H (-0.680, 2.096, -0.182)
H (-1.792, 1.444, 1.123)